Below is a molecular structure, C53H125Br3Cl12O32P8 at a distorted geometry, with properties calculated with ωB97M-V/def2-TZVPD.

The calculation puts the electronic energy at -557239.2303 eV. For the frontier orbital gap, the calculation gives 9.98 eV. The calculation puts the LUMO energy at 0.03 eV.

Atoms and positions in Å:
C (0.567570, -5.915503, 4.684890)
Br (2.176579, -6.536878, 5.528176)
Br (0.112073, -4.131091, 5.320446)
Br (-0.892454, -7.171410, 4.905137)
H (0.764426, -5.758437, 3.635396)
C (-2.195440, 4.005875, -0.162609)
C (-0.891954, 4.320027, 0.522409)
O (-1.168915, 5.117628, 1.703750)
P (0.073231, 5.464807, 2.634933)
O (1.326468, 5.645870, 1.907138)
O (-0.487063, 6.733444, 3.385615)
C (-0.325992, 8.013298, 2.804057)
C (-0.543814, 9.137194, 3.766264)
O (0.021133, 4.366470, 3.747501)
C (1.241891, 3.838348, 4.309135)
C (1.823638, 4.693433, 5.401919)
H (-2.943732, 3.609273, 0.528064)
H (-2.644275, 4.832709, -0.715836)
H (-2.090732, 3.204956, -0.899535)
H (-0.433456, 3.356865, 0.805554)
H (-0.160264, 4.841182, -0.095853)
H (0.671308, 8.125633, 2.342683)
H (-0.923988, 8.123700, 1.883576)
H (-1.571260, 9.137765, 4.150439)
H (0.095988, 9.059907, 4.645940)
H (-0.409554, 10.104138, 3.287723)
H (1.080348, 2.831643, 4.697503)
H (1.959361, 3.696055, 3.487930)
H (2.063780, 5.681425, 4.988486)
H (1.090370, 4.851289, 6.188371)
H (2.747346, 4.257026, 5.767543)
C (5.873078, -5.940948, 1.119055)
C (4.923705, -6.729359, 1.992338)
O (3.743095, -7.124894, 1.298528)
P (2.627491, -6.058389, 0.975975)
O (2.444118, -5.017662, 1.977746)
O (1.333482, -6.930141, 0.751355)
C (1.347588, -8.085925, -0.165223)
C (0.064358, -8.907447, 0.113360)
O (3.005623, -5.550112, -0.483689)
C (2.630041, -4.171566, -0.877932)
C (3.590934, -3.127241, -0.353401)
H (5.592269, -4.881117, 1.100812)
H (6.875115, -5.914230, 1.560490)
H (5.957779, -6.318448, 0.105609)
H (5.416513, -7.681240, 2.226494)
H (4.773369, -6.298479, 2.981648)
H (1.296004, -7.666555, -1.173720)
H (2.266522, -8.640206, 0.006102)
H (-0.644105, -8.257040, 0.610526)
H (-0.357749, -9.236390, -0.836651)
H (0.345423, -9.796023, 0.672513)
H (2.575437, -4.211832, -1.965607)
H (1.627704, -3.944643, -0.487053)
H (3.778390, -3.156207, 0.716364)
H (4.589432, -3.333717, -0.773300)
H (3.270334, -2.147880, -0.695944)
C (-2.602594, 7.786556, -6.732733)
C (-2.877532, 6.369907, -6.254694)
O (-1.662316, 5.585221, -6.301809)
P (-0.581161, 5.629833, -5.160835)
O (-1.021115, 5.219763, -3.825572)
O (0.009041, 7.104886, -5.266228)
C (0.397349, 7.792307, -4.070594)
C (1.594933, 7.191645, -3.389482)
O (0.584873, 4.799351, -5.818627)
C (1.087773, 3.603084, -5.207652)
C (2.332969, 3.162374, -5.972990)
H (-1.786950, 8.242592, -6.184296)
H (-2.408481, 7.843922, -7.797644)
H (-3.490743, 8.379010, -6.482633)
H (-3.305063, 6.339641, -5.254724)
H (-3.544380, 5.932042, -6.992613)
H (0.574568, 8.833559, -4.330056)
H (-0.419917, 7.794705, -3.342548)
H (1.704825, 7.626716, -2.394978)
H (1.462213, 6.120251, -3.229736)
H (2.515375, 7.346526, -3.951535)
H (1.257300, 3.735023, -4.138137)
H (0.314434, 2.824923, -5.293862)
H (2.313842, 3.552051, -6.990247)
H (3.192446, 3.631757, -5.483280)
H (2.451095, 2.086920, -5.998161)
C (6.862815, 1.711480, -1.654537)
C (8.359980, 1.447337, -1.588037)
O (8.817698, 1.962171, -0.308870)
P (10.214971, 2.744317, -0.363408)
O (11.245607, 2.019846, -1.086256)
O (9.878350, 4.172564, -0.934963)
C (8.872351, 4.983621, -0.290409)
C (9.341097, 6.421662, -0.315984)
O (10.469424, 3.034197, 1.166469)
C (10.594154, 2.021198, 2.138945)
C (11.768437, 1.066316, 1.858664)
H (6.440684, 1.305548, -2.575699)
H (6.397543, 1.243549, -0.787881)
H (6.674296, 2.782464, -1.599053)
H (8.564148, 0.377048, -1.618101)
H (8.910956, 1.889309, -2.417268)
H (7.880276, 4.877552, -0.739163)
H (8.692650, 4.623143, 0.729468)
H (9.485864, 6.708937, -1.356604)
H (8.607326, 7.065387, 0.183456)
H (10.252058, 6.619262, 0.248547)
H (10.762632, 2.485753, 3.109607)
H (9.695817, 1.404443, 2.247703)
H (11.919008, 0.356379, 2.670843)
H (11.539539, 0.508134, 0.954543)
H (12.669311, 1.670485, 1.760484)
C (-4.138404, -1.366192, -2.028638)
C (-5.127726, -1.200861, -0.903716)
O (-4.738230, -0.003042, -0.166443)
P (-5.683151, 0.588025, 0.958728)
O (-6.180605, -0.355634, 1.957103)
O (-4.759743, 1.735398, 1.544681)
C (-3.461414, 1.320545, 2.008528)
C (-2.926923, 2.235311, 3.070862)
O (-6.782273, 1.334089, 0.112306)
C (-7.806743, 2.116818, 0.777257)
C (-7.384602, 3.559251, 0.833965)
H (-4.125160, -0.445217, -2.613000)
H (-3.134521, -1.625101, -1.711537)
H (-4.559344, -2.131816, -2.690385)
H (-6.133929, -1.055896, -1.322800)
H (-5.227163, -2.059137, -0.230528)
H (-3.447691, 0.256721, 2.253192)
H (-2.786853, 1.375384, 1.142184)
H (-1.909853, 1.926139, 3.303769)
H (-2.939011, 3.282084, 2.774865)
H (-3.550241, 2.157264, 3.968082)
H (-8.709970, 1.965813, 0.178575)
H (-8.058936, 1.697015, 1.752981)
H (-8.171847, 4.251323, 1.133544)
H (-6.720440, 3.607144, 1.716594)
H (-6.746378, 3.923463, 0.039772)
C (-3.038605, -9.489676, -4.596493)
C (-3.336687, -8.044958, -4.197669)
O (-4.724777, -7.775619, -4.431526)
P (-5.789118, -7.446992, -3.318813)
O (-6.922270, -6.708821, -3.848117)
O (-4.933122, -6.725564, -2.211289)
C (-5.585045, -5.887631, -1.237020)
C (-4.496757, -5.472910, -0.228479)
O (-6.154716, -8.831630, -2.638054)
C (-6.628285, -9.934922, -3.437941)
C (-8.103577, -9.785928, -3.823944)
H (-1.995542, -9.740297, -4.430883)
H (-3.663216, -10.134513, -3.978549)
H (-3.320827, -9.568390, -5.643743)
H (-3.113153, -7.847070, -3.148352)
H (-2.740429, -7.394297, -4.838902)
H (-5.959263, -4.999462, -1.745511)
H (-6.336342, -6.410489, -0.640548)
H (-3.803119, -4.778330, -0.703449)
H (-4.904372, -4.954998, 0.640876)
H (-4.014572, -6.395962, 0.098553)
H (-5.988161, -10.161073, -4.286004)
H (-6.669495, -10.801988, -2.772028)
H (-8.415552, -10.695868, -4.344798)
H (-8.727309, -9.692462, -2.936832)
H (-8.285958, -8.923642, -4.463067)
C (-1.210597, -4.523664, 0.838099)
C (-1.559141, -3.084053, 0.563768)
O (-0.433011, -2.432390, -0.073220)
P (-0.378357, -0.868259, 0.014862)
O (-1.092825, -0.200004, 1.103724)
O (-0.868701, -0.426279, -1.421068)
C (-1.385795, 0.913148, -1.650846)
C (-0.827518, 1.458350, -2.939286)
O (1.178381, -0.611930, 0.031853)
C (1.696048, 0.515300, 0.793553)
C (3.197291, 0.438519, 0.833628)
H (-0.886761, -5.048292, -0.060801)
H (-0.452044, -4.604626, 1.621257)
H (-2.089567, -5.051430, 1.214772)
H (-2.405811, -3.090166, -0.142354)
H (-1.920989, -2.522623, 1.426818)
H (-2.477315, 0.843364, -1.740126)
H (-1.215461, 1.535914, -0.768375)
H (-1.333315, 2.369563, -3.272488)
H (0.248153, 1.628770, -2.895633)
H (-1.020342, 0.751360, -3.752677)
H (1.293846, 1.478981, 0.459080)
H (1.235772, 0.416436, 1.786105)
H (3.526954, -0.458727, 1.352311)
H (3.597259, 0.439668, -0.177243)
H (3.546085, 1.288062, 1.424933)
C (-3.698280, 0.401885, 7.968785)
C (-2.538498, 0.453452, 8.927678)
O (-1.353960, -0.254267, 8.466163)
P (-0.402136, 0.405648, 7.409768)
O (-0.822908, 1.702656, 6.877454)
O (0.996173, 0.371535, 8.114100)
C (2.173526, 0.729333, 7.393119)
C (2.901489, 1.878874, 8.049579)
O (-0.196772, -0.703305, 6.291739)
C (-1.248714, -0.940664, 5.339042)
C (-0.648878, -0.758331, 3.981231)
H (-4.568587, 0.792863, 8.511014)
H (-3.492088, 0.981557, 7.069562)
H (-4.041821, -0.596514, 7.686282)
H (-2.262129, 1.476935, 9.193410)
H (-2.779894, -0.008979, 9.888948)
H (2.844241, -0.128152, 7.298113)
H (1.873258, 0.984897, 6.368869)
H (3.312176, 1.564299, 9.015406)
H (3.691523, 2.288905, 7.427580)
H (2.215493, 2.687975, 8.321906)
H (-1.597645, -1.968836, 5.469766)
H (-2.138485, -0.322883, 5.481292)
H (-1.408460, -0.860423, 3.195805)
H (-0.184026, 0.215400, 3.852413)
H (0.038858, -1.572340, 3.745901)
C (2.421942, -0.369082, -3.492225)
Cl (1.633968, -0.305457, -5.069502)
Cl (2.920700, 1.220802, -2.910992)
Cl (3.847507, -1.425313, -3.569781)
H (1.744200, -0.771383, -2.748413)
C (-0.822879, -4.400000, -3.768285)
Cl (-0.218157, -5.959935, -3.238400)
Cl (0.357874, -3.107069, -3.567718)
Cl (-2.320682, -3.953602, -2.963251)
H (-1.050504, -4.443690, -4.820333)
C (-4.751789, 4.022476, -3.252363)
Cl (-5.202108, 5.323659, -2.126342)
Cl (-6.004077, 3.823082, -4.465396)
Cl (-4.366535, 2.499239, -2.477918)
H (-3.818302, 4.350604, -3.693334)
C (-3.612760, 1.292882, -6.802362)
Cl (-5.238262, 0.899225, -7.302367)
Cl (-3.097867, 0.332264, -5.400506)
Cl (-3.381031, 3.017738, -6.493934)
H (-2.893919, 1.045919, -7.569380)

Forces on atoms 1 to 6 (eV/Å):
-0.17 0.47 0.18
-0.05 -0.06 -0.09
0.01 -0.42 0.03
0.28 0.28 -0.10
0.12 -0.31 -0.17
-0.58 -0.18 -0.53